A cluster of 2 separate species, C7H9N2O2 in total. Source: the Open Molecules 2025 dataset; level of theory: ωB97M-V/def2-TZVPD.

Properties
E_LUMO (eV): 3.652
Calculated total energy (hartree): -531.9224

The geometry in ORCA input format:
```
! RIJCOSX wB97M-V def2-TZVPD def2/J DEFGRID3
* xyz -1 1
C -0.17149 -1.62531 1.62934
C -1.40684 -1.51840 0.96449
C 0.86772 -0.92591 1.06363
C -1.42654 -0.70235 -0.17649
C 0.81013 -0.18356 -0.06386
C -2.74786 -0.38062 -0.78707
C 2.22862 2.15453 -0.76142
N -0.38485 -0.03842 -0.73102
N 2.64655 0.76061 -0.43569
O -0.44565 0.72658 -1.70556
O 3.33280 0.73892 0.61538
H -0.03974 -2.30225 2.52754
H -2.43184 -1.82086 1.28974
H 1.88682 -1.10143 1.64290
H -3.55930 -0.24725 -0.04568
H -2.57296 0.35116 -1.48956
H -3.10774 -1.31868 -1.35057
H 2.96924 2.76560 -0.14732
H 2.26394 2.39993 -1.82275
H 1.28898 2.26771 -0.21604
*
```